(1)
A 2-piece molecular cluster, C3H3Cl2NS overall, computed with ωB97M-V with the def2-TZVPD basis set.

Last column: natural (NBO) charge in e.
Element x y z (Å)
Cl 3.225 -1.318 -0.545  0.034
C 1.828 -0.617 0.051  0.016
N 1.817 0.597 0.365  -0.419
Cl 3.135 1.724 0.323  0.133
H 0.957 -1.207 0.365  0.238
C -1.323 0.799 -0.754  -0.211
C -2.315 0.307 -0.339  -0.264
S -3.746 -0.215 0.401  0.069
H -0.400 1.079 -1.223  0.246
H -3.178 -1.151 1.357  0.159

Its SMILES is Cl/C=N\Cl.C#CS. Its total charge is 0. The HOMO energy is -9.17 eV. For the total energy, the calculation gives -1489.29181 Eh. For the HOMO-LUMO gap, the calculation gives 9.59 eV.

=====

(2)
A 2-piece molecular cluster, H5PSi overall, computed with ωB97M-V with the def2-TZVPD basis set.

Last column: natural (NBO) charge in e.
Element x y z (Å)
Si 0.395 -0.314 -0.156  0.440
P 0.609 1.719 0.204  -0.127
H 0.847 -1.204 1.116  -0.120
H 0.822 -0.922 -1.578  -0.117
H 0.852 3.048 1.832  0.038
H -0.240 1.546 1.293  -0.003
H -1.041 -0.709 -0.536  -0.111

Its total charge is 0. The HOMO energy (spin up / spin down) is -9.21 / -9.22 eV. For the total energy, the calculation gives -633.63595 Eh. For the HOMO-LUMO gap (spin up / spin down), the calculation gives 7.27 / 8.03 eV.

=====

(3)
A 2-piece molecular cluster, C4H12 overall, computed with ωB97M-V with the def2-TZVPD basis set.

Last column: natural (NBO) charge in e.
Element x y z (Å)
C 1.800 1.470 1.129  -0.590
C 1.020 2.764 0.793  -0.596
H 1.319 1.075 2.063  0.192
H 1.737 0.743 0.362  0.198
H 2.773 1.639 1.262  0.194
H -0.128 2.509 0.518  0.193
H 1.547 3.120 -0.132  0.205
H 0.967 3.382 1.642  0.204
C -1.164 -1.665 -1.651  -0.626
C -1.650 -2.453 -0.444  -0.634
H -0.009 -1.560 -1.465  0.211
H -1.356 -2.325 -2.592  0.219
H -1.617 -0.603 -1.578  0.218
H -2.683 -2.427 -0.014  0.209
H -1.383 -3.463 -0.439  0.203
H -1.173 -2.205 0.544  0.200

Its SMILES is CC.CC. Its total charge is 0. The HOMO energy is -11.20 eV. For the total energy, the calculation gives -159.53237 Eh. For the HOMO-LUMO gap, the calculation gives 12.20 eV.

=====

(4)
A 2-piece molecular cluster, C2H2FIO overall, computed with ωB97M-V with the def2-TZVPD basis set.

Last column: natural (NBO) charge in e.
Element x y z (Å)
C 0.998 -0.823 -0.599  0.475
C -0.496 0.707 0.416  -0.082
O 0.794 -1.970 -0.296  -0.450
F -0.605 0.295 1.742  -0.380
I -2.368 0.602 -0.524  0.142
H 1.600 -0.381 -1.265  0.135
H 0.077 1.569 0.526  0.159

Its total charge is 0. The HOMO energy (spin up / spin down) is -8.50 / -8.50 eV. For the total energy, the calculation gives -550.06507 Eh. For the HOMO-LUMO gap (spin up / spin down), the calculation gives 8.38 / 8.38 eV.

=====

Energy relative to the best compared isomer or geometry (same formula, charge and spin) in kJ/mol, matching the order above: 320.5; 409.1; 138.1; 285.0
Largest force on an atom in eV/A, matching the order above: 2.53; 5.48; 5.13; 8.36